[1]
{
  "formula": "C35H33BaFN11OSeSi",
  "method": "ωB97M-V/def2-TZVPD",
  "gap_ev": 5.59,
  "homo_ev": -8.9,
  "total_charge": 1,
  "fmax_ev_per_a": 3.2,
  "de_lowest_ev": 0.000,
  "total_energy_ha": -4847.22437,
  "spin_multiplicity": 1,
  "symbols": ["Ba", "C", "Si", "C", "C", "N", "C", "C", "C", "C", "C", "C", "F", "H", "H", "H", "H", "H", "H", "H", "H", "H", "H", "H", "H", "H", "C", "N", "C", "N", "C", "N", "C", "C", "C", "C", "C", "C", "C", "N", "N", "C", "O", "C", "C", "C", "C", "C", "C", "N", "C", "N", "C", "N", "C", "H", "H", "H", "H", "H", "H", "H", "H", "H", "H", "H", "H", "H", "H", "H", "H", "Se", "N", "C", "C", "C", "C", "C", "C", "N", "H", "H", "H", "H"],
  "xyz": [[-0.846, -1.288, -0.862], [-0.562, -3.490, 4.060], [-0.473, -2.089, 2.790], [0.888, -2.615, 1.625], [0.427, -0.660, 3.708], [-1.808, -1.750, 1.864], [-2.991, -1.486, 2.462], [-3.341, -1.329, 3.820], [-4.541, -0.712, 4.197], [-5.428, -0.284, 3.235], [-5.247, -0.562, 1.874], [-4.089, -1.208, 1.550], [-3.904, -1.632, 0.272], [0.430, -3.595, 4.476], [-0.798, -4.439, 3.572], [-1.246, -3.315, 4.899], [1.787, -2.594, 2.234], [1.113, -1.930, 0.808], [0.769, -3.610, 1.223], [0.931, -1.041, 4.585], [-0.188, 0.176, 4.032], [1.156, -0.212, 3.046], [-2.578, -1.628, 4.570], [-4.766, -0.549, 5.263], [-6.264, 0.332, 3.587], [-6.029, -0.329, 1.154], [-1.198, 4.837, 0.913], [-1.588, 3.406, 0.806], [-1.507, 2.587, -0.240], [-1.435, 1.310, 0.166], [-1.428, 1.437, 1.512], [-1.505, 2.662, 1.945], [0.134, 4.995, 1.572], [0.249, 5.371, 2.897], [1.476, 5.390, 3.538], [2.634, 4.962, 2.878], [2.546, 4.623, 1.521], [1.282, 4.710, 0.877], [3.651, 4.094, 0.744], [4.918, 4.000, 1.085], [5.598, 3.484, 0.019], [4.708, 3.194, -0.927], [3.412, 3.545, -0.499], [4.886, 2.536, -2.219], [6.146, 2.119, -2.637], [6.287, 1.521, -3.897], [5.163, 1.230, -4.645], [3.900, 1.653, -4.242], [2.689, 1.205, -5.013], [1.970, 0.138, -4.280], [0.975, 0.237, -3.387], [0.667, -0.987, -2.932], [1.554, -1.794, -3.536], [2.343, -1.180, -4.377], [3.759, 2.303, -3.062], [-1.940, 5.326, 1.549], [-1.276, 5.199, -0.130], [-1.532, 2.947, -1.265], [-1.318, 0.620, 2.222], [-0.680, 5.593, 3.430], [1.573, 5.672, 4.582], [3.575, 4.853, 3.414], [1.235, 4.516, -0.199], [7.036, 2.258, -2.013], [7.279, 1.216, -4.276], [5.245, 0.576, -5.531], [3.001, 0.777, -5.985], [1.951, 1.990, -5.170], [0.497, 1.180, -3.131], [1.576, -2.879, -3.405], [2.741, 2.519, -2.708], [-2.334, -4.696, 0.651], [-2.012, -3.977, -1.124], [-2.681, -4.854, -1.861], [-2.741, -4.740, -3.272], [-3.507, -5.664, -3.963], [-4.205, -6.703, -3.300], [-4.198, -6.853, -1.939], [-3.419, -5.975, -1.184], [-3.313, -6.023, 0.178], [-2.157, -3.936, -3.765], [-3.562, -5.643, -5.076], [-4.766, -7.425, -3.909], [-4.763, -7.625, -1.441]]
}



[2]
{
  "formula": "C34H59BeClN2O2Si",
  "method": "ωB97M-V/def2-TZVPD",
  "gap_ev": 8.14,
  "homo_ev": -7.6,
  "total_charge": 0,
  "fmax_ev_per_a": 2.8,
  "de_lowest_ev": 0.000,
  "total_energy_ha": -2355.42536,
  "spin_multiplicity": 1,
  "symbols": ["O", "O", "C", "C", "H", "H", "H", "H", "H", "C", "C", "H", "H", "H", "H", "H", "C", "C", "C", "H", "H", "H", "H", "H", "C", "H", "H", "H", "H", "H", "H", "N", "C", "C", "C", "C", "H", "H", "H", "C", "H", "H", "H", "N", "C", "C", "C", "C", "H", "C", "H", "C", "H", "C", "C", "C", "C", "C", "C", "H", "C", "H", "C", "H", "C", "C", "Be", "H", "H", "H", "H", "H", "H", "H", "H", "H", "H", "H", "H", "H", "C", "Si", "H", "H", "C", "C", "C", "H", "H", "H", "H", "H", "H", "H", "H", "H", "Cl", "C", "H", "H"],
  "xyz": [[0.744, -1.621, 0.730], [0.746, -0.391, -4.422], [2.196, -1.910, 0.524], [2.710, -3.060, 1.372], [2.692, -0.967, 0.783], [2.303, -2.110, -0.552], [2.526, -2.898, 2.439], [3.786, -3.100, 1.219], [2.298, -4.026, 1.058], [-0.134, -2.769, 0.497], [-0.093, -3.349, -0.918], [-1.152, -2.394, 0.728], [0.128, -3.538, 1.254], [-0.540, -2.640, -1.631], [-0.721, -4.246, -0.887], [0.924, -3.646, -1.216], [-0.320, 0.220, -5.222], [1.717, -1.170, -5.175], [-1.636, -0.554, -5.088], [-0.007, 0.292, -6.292], [-0.435, 1.237, -4.797], [-1.530, -1.577, -5.477], [-2.409, -0.034, -5.666], [-1.939, -0.593, -4.033], [1.126, -2.324, -5.989], [2.407, -1.552, -4.406], [2.249, -0.462, -5.841], [0.555, -3.007, -5.350], [1.957, -2.882, -6.429], [0.489, -1.961, -6.805], [1.355, 1.523, -2.513], [-0.858, -0.983, 3.343], [-1.671, -0.396, 4.270], [-2.359, 0.795, 4.055], [-2.297, 1.566, 2.894], [-1.973, -1.072, 5.624], [-1.096, -1.565, 6.084], [-2.797, -1.810, 5.546], [-2.326, -0.304, 6.338], [-3.235, 2.769, 2.868], [-3.908, 2.758, 1.994], [-2.669, 3.719, 2.867], [-3.886, 2.792, 3.773], [-1.473, 1.213, 1.841], [-0.589, -2.388, 3.596], [0.568, -2.760, 4.310], [1.512, -1.766, 4.938], [0.833, -4.121, 4.513], [1.743, -4.400, 5.050], [-0.072, -5.083, 4.089], [0.146, -6.155, 4.266], [-1.263, -4.719, 3.477], [-1.994, -5.471, 3.171], [-1.546, -3.371, 3.231], [-2.877, -3.036, 2.612], [-1.825, 1.891, 0.587], [-1.275, 3.141, 0.215], [-0.335, 3.873, 1.139], [-1.627, 3.714, -1.007], [-1.188, 4.688, -1.293], [-2.488, 3.054, -1.888], [-2.737, 3.506, -2.855], [-3.033, 1.822, -1.527], [-3.731, 1.302, -2.208], [-2.720, 1.253, -0.301], [-3.341, -0.073, 0.085], [-0.245, 0.098, 2.108], [2.473, -1.754, 4.401], [1.740, -2.094, 5.967], [1.103, -0.751, 4.975], [-2.930, -2.017, 2.215], [-3.689, -3.160, 3.346], [-3.086, -3.748, 1.797], [0.192, 4.661, 0.580], [0.421, 3.188, 1.532], [-0.854, 4.367, 1.974], [-3.845, -0.029, 1.064], [-2.594, -0.884, 0.107], [-4.099, -0.370, -0.658], [-3.045, 1.106, 4.852], [1.378, 2.652, -2.420], [2.909, 3.475, -3.170], [0.462, 3.065, -2.917], [1.307, 2.890, -1.320], [4.422, 2.364, -3.132], [3.315, 5.067, -2.234], [2.518, 3.986, -4.943], [3.334, 4.630, -5.317], [1.572, 4.558, -4.980], [2.428, 3.099, -5.597], [4.769, 2.220, -2.092], [5.232, 2.842, -3.715], [4.197, 1.378, -3.576], [3.328, 4.884, -1.143], [2.564, 5.847, -2.468], [4.313, 5.423, -2.556], [2.311, 1.534, 1.219], [1.360, 0.818, 2.440], [2.038, 0.149, 2.958], [1.096, 1.629, 3.111]]
}



Number 1: E_LUMO -3.346 eV. Number 2: E_LUMO 0.581 eV.